(one)
Here is 2 unconnected molecules or ions with the total composition C4H12NOS from OMol25. Energies are from ωB97M-V/def2-TZVPD.

```
19
Properties=species:S:1:pos:R:3:mulliken_charge:R:1
C 2.39329 -0.27137 0.14815 -0.823
N 1.14868 -0.90785 -0.22798 -0.411
C 0.01426 0.05158 -0.30520 0.512
C -1.25218 -0.73226 -0.61458 -1.021
S -2.83997 0.09466 -0.06553 -0.641
C 0.23181 1.06026 -1.36272 -1.341
H 2.90313 0.28401 -0.71150 0.256
H 2.17981 0.37023 1.06055 0.289
H 3.12947 -1.19141 0.34175 0.271
H 1.30199 -1.30676 -1.16846 0.285
H -0.14379 0.60819 0.62367 0.188
H -1.38944 -1.03106 -1.67704 0.259
H -1.20871 -1.76924 -0.13253 0.298
H 1.13372 1.61305 -1.10059 0.378
H -0.64962 1.75353 -1.37426 0.348
H 0.34629 0.58273 -2.36991 0.295
H -2.35348 0.40366 2.26191 0.219
H -2.40764 -0.22167 3.50726 0.267
O -2.53763 0.60971 3.16703 -0.627
```

Properties
* LUMO level: 0.133 Ha
* charge: -1
* HOMO energy: -2.67 eV

***

(two)
Here is 3 unconnected molecules or ions with the total composition C4H12NOS from OMol25. Energies are from ωB97M-V/def2-TZVPD.

```
19
Properties=species:S:1:pos:R:3:mulliken_charge:R:1
C -0.85568 0.65964 -0.40744 -0.276
C -2.26736 0.39121 -0.81296 -0.783
S -4.48381 2.16061 -1.77399 -0.368
C -0.12307 -0.65719 0.02318 -0.794
N 0.97565 -0.37611 0.91413 -0.614
C 1.98589 0.39135 0.24971 -0.947
H -0.27559 1.07534 -1.23838 0.222
H -0.77744 1.43324 0.35622 0.364
H -2.31617 -0.22515 -1.71846 0.380
H -2.86877 1.28272 -1.13584 -0.232
H -0.75466 -1.26616 0.67721 0.444
H 0.05360 -1.23447 -0.88955 0.307
H -2.84469 -0.05990 -0.01165 0.436
H 1.63638 1.31130 -0.27812 0.285
H 2.39494 -0.16326 -0.64478 0.245
H 2.76242 0.65108 0.96097 0.332
H 2.94637 -2.54426 1.79664 0.247
H 1.94953 -1.19348 1.80830 0.533
O 2.86246 -1.63650 2.12480 -0.781
```

Properties
* LUMO level: 0.015 Ha
* charge: -1
* HOMO energy: -2.85 eV

***

Which one is most stable, and which one is least stable? (one) is the most stable of them, while (two) is the least stable.

***

(one)
Here is 2 unconnected molecules or ions with the total composition C3H9NO3 from OMol25. Energies are from ωB97M-V/def2-TZVPD.

```
16
Properties=species:S:1:pos:R:3:mulliken_charge:R:1
O -1.54455 1.12331 2.72282 -0.643
C -1.61319 0.94900 1.52015 0.063
N -1.36258 -0.22328 0.93281 -0.032
O -0.88271 -1.24430 1.76824 -0.431
H -1.91121 1.72220 0.79784 0.367
H -1.14331 -0.41572 -0.09448 0.359
H -0.96816 -0.85471 2.66468 0.348
C 1.40060 0.85804 -1.09962 -0.967
C 1.15890 -0.63638 -1.06903 -0.205
O -0.26059 -0.90504 -1.43572 -0.654
H 1.12772 1.25452 -2.07415 0.285
H 2.45473 1.05772 -0.92232 0.337
H 0.80874 1.36024 -0.33937 0.233
H 1.78199 -1.14396 -1.81343 0.360
H 1.34250 -1.04545 -0.06849 0.267
H -0.38890 -1.85619 -1.48993 0.312
```

Properties
* LUMO level: 0.024 Ha
* charge: 0
* HOMO energy: -9.13 eV
* structure (SMILES): O=CNO.CCO

***

(two)
Here is 2 unconnected molecules or ions with the total composition C3H9NO3 from OMol25. Energies are from ωB97M-V/def2-TZVPD.

```
16
Properties=species:S:1:pos:R:3:mulliken_charge:R:1
N 1.81343 1.03224 0.27371 -0.491
C 1.60872 -0.10027 1.01902 0.733
O 1.77672 -1.21534 0.29668 -0.456
O 1.94808 -0.11274 2.32114 -0.333
O 0.52062 -0.05132 2.05444 -0.320
H 1.53485 0.94028 -0.69037 0.257
H 1.47298 1.87004 0.72283 0.259
H 1.71976 -1.99004 0.87404 0.324
C -1.41333 -0.68200 -1.25554 -0.770
C -1.68210 0.59113 -0.46234 -0.678
H -1.77652 -0.58734 -2.27787 0.311
H -1.91517 -1.53037 -0.79444 0.252
H -0.34804 -0.90447 -1.29293 0.206
H -2.75058 0.79043 -0.40928 0.344
H -1.20600 1.45069 -0.93399 0.226
H -1.30343 0.49907 0.55489 0.136
```

Properties
* LUMO level: 0.028 Ha
* charge: 0
* HOMO energy: -9.97 eV
* structure (SMILES): NC1(O)OO1.CC

***

Which one is most stable, and which one is least stable? (one) is the most stable of them, while (two) is the least stable.

***

(one)
Here is 2 unconnected molecules or ions with the total composition C4H11N3O2 from OMol25. Energies are from ωB97M-V/def2-TZVPD.

```
20
Properties=species:S:1:pos:R:3:lowdin_spin:R:1
C -2.45116 -2.15038 -1.77470 0.000
C -1.89972 -0.97631 -0.94264 0.000
O -1.39425 0.05898 -1.38456 0.000
O -1.97148 -1.36244 0.35758 -0.001
H -1.95735 -3.11946 -1.70941 0.000
H -2.33947 -1.68178 -2.63756 0.000
H -3.60379 -2.44179 -1.73423 0.000
C 1.32248 1.76961 -0.66234 0.007
C 1.19339 0.77166 1.49362 0.101
N 0.89257 1.91851 0.77926 0.026
N 2.36320 0.13295 1.19306 0.072
N 0.30764 0.16991 2.29113 0.768
H 0.07876 2.49461 0.89785 0.001
H 1.89768 0.84969 -0.75222 0.000
H 2.06589 2.56310 -0.73899 0.000
H 2.99766 0.74071 0.71865 0.007
H 2.72347 -0.63765 1.73738 0.001
H -1.53791 -0.75948 1.11841 -0.001
H 0.60608 -0.25414 3.22290 0.019
H 0.70632 1.91370 -1.47320 0.001
```

Properties
* LUMO level (alpha / beta): -0.143 / -0.293 Ha
* charge: +1
* 2S+1: 2
* HOMO energy (alpha / beta): -13.67 / -13.67 eV

***

(two)
Here is 2 unconnected molecules or ions with the total composition C4H11N3O2 from OMol25. Energies are from ωB97M-V/def2-TZVPD.

```
20
Properties=species:S:1:pos:R:3:lowdin_spin:R:1
C 0.62902 3.06402 -2.15426 0.043
C -0.47615 0.90788 -2.05674 0.012
N -1.30867 1.07255 -1.14052 0.418
N -0.02185 1.99325 -2.90770 0.428
N 0.00560 -0.33938 -2.35068 0.042
H -1.68335 1.91851 -0.73754 0.012
H 1.63542 -0.30440 2.46099 0.000
H -0.21771 2.30523 -3.86357 0.006
H 0.87440 -0.56080 -2.80844 0.001
H -0.45721 -1.08080 -1.85924 0.001
H 1.72939 3.20948 -2.23680 0.024
H 0.40280 2.89189 -1.10230 0.005
H 0.10726 3.96078 -2.45496 0.007
C -0.49460 -2.67224 1.91798 0.000
C 0.34135 -1.77220 2.83902 0.000
O 0.82277 -0.70471 2.12682 0.000
O 0.31550 -1.82291 4.02711 0.000
H 0.07278 -2.66918 0.98137 0.000
H -1.27365 -2.05084 1.46099 0.000
H -0.77827 -3.61773 2.35566 0.000
```

Properties
* LUMO level (alpha / beta): -0.132 / -0.302 Ha
* charge: +1
* 2S+1: 2
* HOMO energy (alpha / beta): -12.84 / -12.84 eV

***

Which one is most stable, and which one is least stable? (two) is the most stable of them, while (one) is the least stable.

***

(one)
Here is 2 unconnected molecules or ions with the total composition C4H11N3O2 from OMol25. Energies are from ωB97M-V/def2-TZVPD.

```
20
Properties=species:S:1:pos:R:3:lowdin_spin:R:1
C 2.75099 1.77812 -0.83258 0.006
C 0.48316 0.74945 -0.82631 0.043
N 0.02927 1.39972 0.26646 0.159
N 1.56987 1.16808 -1.49323 0.042
N -0.49415 -0.02289 -1.45597 0.698
H -0.62871 0.89934 0.87167 0.002
H 0.64080 2.06490 0.69740 0.004
H 1.52782 1.13580 -2.51490 0.000
H -0.10154 -0.48615 -2.27720 0.019
H -1.58363 -0.42415 -0.55158 0.002
H 3.61353 1.14170 -0.55294 0.004
H 2.26516 2.22955 0.04180 0.000
H 3.14985 2.62827 -1.35513 0.001
C -1.90923 -2.64363 1.71012 0.000
C -1.80360 -1.26967 1.11688 0.001
O -1.11962 -0.44482 1.71648 0.000
O -2.38097 -0.88658 -0.02130 0.019
H -2.76990 -3.21989 1.48415 0.000
H -2.05626 -2.47698 2.76276 0.000
H -1.18285 -3.32016 1.21339 0.000
```

Properties
* LUMO level (alpha / beta): -0.146 / -0.303 Ha
* charge: +1
* 2S+1: 2
* HOMO energy (alpha / beta): -14.03 / -14.01 eV

***

(two)
Here is 2 unconnected molecules or ions with the total composition C4H11N3O2 from OMol25. Energies are from ωB97M-V/def2-TZVPD.

```
20
Properties=species:S:1:pos:R:3:lowdin_spin:R:1
C -2.34786 -1.16401 -1.58657 0.010
C -0.50124 0.38040 -1.66373 0.040
N -1.11157 1.33252 -0.95493 0.620
N -0.92219 -0.86289 -1.97380 0.172
N 0.71970 0.67281 -2.29312 0.121
H 0.27512 -1.53291 3.10038 0.000
H -0.40132 2.07879 -0.73141 0.011
H -0.27157 -1.59551 -1.70384 0.002
H 0.99743 0.09020 -3.06266 0.002
H 1.44615 0.65344 -1.55865 0.001
H -2.55654 -1.13844 -0.54994 0.005
H -2.54691 -2.14595 -2.10181 0.000
H -2.89230 -0.37030 -2.11569 0.001
C 0.76738 1.26715 1.49044 0.009
C 1.08134 -0.03753 2.13280 0.000
O 0.17991 -1.06825 2.26378 0.000
O 2.17381 -0.34466 2.57005 0.001
H 1.60567 1.80142 1.96914 0.001
H -0.27038 1.60453 1.42853 0.004
H 1.17272 1.18454 0.47235 0.001
```

Properties
* LUMO level (alpha / beta): -0.155 / -0.311 Ha
* charge: +1
* 2S+1: 2
* HOMO energy (alpha / beta): -13.58 / -13.58 eV

***

Which one is most stable, and which one is least stable? (one) is the most stable of them, while (two) is the least stable.

***

(one)
Here is C5H6N2O in the gas phase from OMol25. Energies are from ωB97M-V/def2-TZVPD.

```
14
Properties=species:S:1:pos:R:3:mulliken_charge:R:1
N -0.80707 1.64298 -0.19773 -0.670
C 0.19739 0.60576 0.01184 0.523
C 1.65522 0.62206 0.08687 -0.576
C 2.02147 -0.80526 -0.02856 -0.201
N 1.01344 -1.63621 -0.20807 -0.649
C -0.06956 -0.82222 -0.13726 0.077
C -1.29171 -1.32277 0.10771 0.019
O -2.52575 -0.74463 0.00485 -0.551
H -0.41225 2.46167 -0.58771 0.266
H -1.21265 1.87637 0.74430 0.296
H 2.18759 1.57612 0.39349 0.301
H 3.03443 -1.31972 0.01629 0.371
H -1.46366 -2.40664 0.14102 0.359
H -2.32688 0.27248 -0.34702 0.435
```

Properties
* LUMO level: 0.000 Ha
* charge: 0
* HOMO energy: -8.81 eV
* structure (SMILES): NC1=CC=N/C1=C/O

***

(two)
Here is a molecular structure, C5H6N2O from OMol25. Energies are from ωB97M-V/def2-TZVPD.

```
14
Properties=species:S:1:pos:R:3:mulliken_charge:R:1
C 2.41780 -0.72442 0.22960 -0.791
C 0.84844 1.41395 0.03621 -0.260
C -0.52728 0.90257 -0.09545 0.351
C -1.83178 0.69309 0.13632 -0.784
C 0.01396 -0.35805 -0.31000 0.428
H 3.42014 -0.30104 -0.15902 0.260
H 2.37229 -0.66280 1.33935 0.304
H 2.23753 -1.77342 -0.08685 0.296
H 1.16687 2.26879 -0.62381 0.235
H 1.10788 1.68281 1.10013 0.212
H -2.69495 1.22476 0.29922 0.498
N 1.35929 0.06109 -0.32453 -0.059
N -0.86445 -1.33939 -0.05329 -0.533
O -2.07506 -0.63173 0.09946 -0.156
```

Properties
* LUMO level: 0.031 Ha
* charge: 0
* HOMO energy: -8.84 eV

***

Which one is most stable, and which one is least stable? (one) is the most stable of them, while (two) is the least stable.

***

(one)
Here is 2 unconnected molecules or ions with the total composition C6H10N3OS from OMol25. Energies are from ωB97M-V/def2-TZVPD.

```
21
Properties=species:S:1:pos:R:3:mulliken_charge:R:1
C -0.71918 -2.75902 -1.18218 -0.461
C 0.12167 -1.72118 -1.10272 0.430
C -0.61919 -3.73505 -0.00349 0.480
C -1.00400 1.86704 -0.61601 0.227
C 0.73076 -1.90268 1.00270 -0.015
C -0.42681 2.19325 -1.90054 -1.038
N -0.29168 1.43676 0.34320 -0.067
N 0.15892 -3.17524 0.89072 -0.169
N 1.04240 -1.39420 -0.26118 -0.468
O -1.21706 -4.76851 -0.07095 -0.514
S -0.34647 -0.80315 2.35733 -0.384
H -1.63028 -2.81415 -1.90974 0.307
H 1.72788 -1.97318 1.45737 0.429
H -0.56847 3.08363 -2.52525 0.357
H 0.73101 2.20494 -1.88970 0.274
H -0.69954 1.45749 -2.62416 0.290
H 0.72015 1.46189 0.20796 0.248
H 0.40948 -3.80147 1.65227 0.230
H -0.64537 1.02081 1.20266 0.183
H -1.99370 1.74145 -0.42872 0.456
H -1.48409 -1.51995 2.22254 0.207
```

Properties
* LUMO level (alpha / beta): -0.191 / -0.191 Ha
* charge: +1
* HOMO energy (alpha / beta): -12.54 / -12.54 eV

***

(two)
Here is a gas-phase ion, C6H10N3OS (charge +1) from OMol25. Energies are from ωB97M-V/def2-TZVPD.

```
21
Properties=species:S:1:pos:R:3:mulliken_charge:R:1
C 1.02310 0.83760 1.98340 -0.835
C 0.28479 1.87433 2.45652 -0.342
C 0.33732 -0.00194 1.08350 1.089
C 0.77350 -1.24394 0.52104 -0.310
C -0.22770 0.13085 -3.13232 -0.714
C -1.92175 -0.06333 -0.06521 -0.610
N -0.96769 0.43413 0.97468 0.120
N -0.89656 -0.48410 -2.02992 -0.336
N 2.02941 -1.67275 0.66164 -0.329
O -1.57862 0.40427 -1.25200 -0.034
S -1.29646 1.79639 1.81784 0.108
H 1.98417 0.66174 2.33882 0.342
H 0.52827 2.53753 3.31238 0.382
H -0.53041 -0.44806 -4.08971 0.273
H -0.54479 1.19797 -3.01274 0.360
H 0.89707 0.10909 -2.88914 0.260
H 0.15561 -1.55405 -0.43510 0.297
H -2.08866 -1.18210 0.11492 0.481
H -2.97476 0.48609 0.22512 0.333
H 2.65046 -1.47663 1.45725 0.215
H 2.36371 -2.34310 -0.04098 0.250
```

Properties
* LUMO level (alpha / beta): -0.178 / -0.131 Ha
* charge: +1
* HOMO energy (alpha / beta): -12.50 / -11.19 eV

***

Which one is most stable, and which one is least stable? (one) is the most stable of them, while (two) is the least stable.

***

(one)
Here is 2 unconnected molecules or ions with the total composition C5H13NS2 from OMol25. Energies are from ωB97M-V/def2-TZVPD.

```
21
Properties=species:S:1:pos:R:3:mulliken_charge:R:1
N -0.15722 1.57402 -2.66928 -0.595
C -0.87533 0.63379 -1.77288 0.599
C -0.54220 -0.76353 -1.81890 -0.437
S 1.16640 -1.23242 -1.96314 -0.159
S -0.45880 1.92255 1.52258 -0.236
C -1.00056 0.23517 1.81552 -0.871
C 0.12596 -0.79383 1.63404 0.589
C 1.34726 -0.50684 2.50745 -1.292
H 0.72088 1.82178 -2.21931 0.321
H 0.13785 1.04524 -3.48589 0.248
H -1.94375 0.82065 -1.87008 0.291
H -0.60589 1.00044 -0.73981 -0.590
H -1.20580 -1.43014 -2.36355 0.381
H 1.41312 -0.58744 -3.11146 0.098
H -1.83318 -0.00686 1.14052 0.354
H -1.41857 0.14349 2.82505 0.411
H -0.20544 -1.81747 1.82528 0.376
H 0.40847 -0.77033 0.58073 -0.515
H 2.14542 -1.22942 2.34317 0.356
H 1.05844 -0.54331 3.56030 0.311
H 1.72295 0.48448 2.25966 0.360
```

Properties
* LUMO level: -0.116 Ha
* charge: 0
* HOMO energy: -7.63 eV

***

(two)
Here is C5H13NS2 in the gas phase from OMol25. Energies are from ωB97M-V/def2-TZVPD.

```
21
Properties=species:S:1:pos:R:3:mulliken_charge:R:1
C 0.17723 -2.79104 2.98821 -1.015
C -0.75404 -2.20910 1.74097 -0.349
N -1.45682 -1.05812 2.30891 -0.296
C -1.70345 0.02193 1.40026 -0.825
C -0.50734 0.68053 0.55421 -0.295
C -0.85089 1.09911 -0.87058 -0.980
S 0.47238 0.37755 -2.08488 -0.104
S 1.95628 1.80696 -1.98018 -0.205
H 0.23606 -2.04610 3.88809 0.286
H 1.20730 -2.84812 2.58093 0.276
H -0.30713 -3.71042 3.20477 0.325
H -1.46347 -3.04302 1.31832 0.360
H 0.10478 -1.94837 0.91835 0.140
H -2.11040 -1.46437 2.90234 0.203
H -2.33040 -0.27760 0.65483 0.445
H -2.29007 0.78199 1.90912 0.360
H 0.40119 -0.07758 0.78413 0.217
H 0.05427 1.37359 1.16964 0.410
H -0.67866 2.14844 -0.92615 0.360
H -1.73649 0.67166 -1.11356 0.532
H 2.08318 2.08605 -3.29057 0.155
```

Properties
* LUMO level: 0.020 Ha
* charge: 0
* HOMO energy: -8.42 eV
* structure (SMILES): CCNCCCSS

***

Which one is most stable, and which one is least stable? (two) is the most stable of them, while (one) is the least stable.